90
Properties=species:S:1:pos:R:3:mulliken_charge:R:1 method="wB97M-V/def2-TZVPD" multiplicity=2 lumo_ev="3.99 / 3.99" fmax_ev_per_a=1.06 orbital_gap_ev="6.98 / 6.96" charge=-2 relative_energy_kcal_mol=33.2 energy_ha=-4164.40079
Co 0.282 -0.126 0.892 1.4067
C 0.679 1.674 -3.490 -1.1352
C -0.305 2.290 -2.549 0.8093
C -1.088 3.439 -2.773 -1.7790
C -1.803 3.614 -1.607 1.1561
C -2.786 4.687 -1.271 -1.2788
N -1.459 2.612 -0.770 0.7153
N -0.547 1.796 -1.344 0.3448
B -2.004 2.324 0.635 -1.6820
N -2.671 0.940 0.705 0.3417
N -1.937 -0.190 0.826 1.0820
C -2.792 -1.198 0.957 0.5119
C -2.400 -2.620 1.192 -1.5940
C -4.108 -0.716 0.872 -1.6846
C -3.984 0.647 0.717 1.0081
C -5.049 1.684 0.580 -1.3685
N -0.927 2.412 1.739 -0.2878
N 0.067 1.508 1.913 2.0794
C 0.820 1.908 2.932 0.8473
C 1.982 1.138 3.451 -0.8839
C 0.304 3.111 3.431 -2.1956
C -0.794 3.395 2.654 1.3952
C -1.719 4.562 2.754 -1.3546
H 0.684 2.230 -4.431 0.3585
H 0.447 0.631 -3.699 0.2016
H 1.682 1.692 -3.069 0.0476
H -1.112 4.060 -3.654 0.4378
H -2.890 5.353 -2.129 0.3527
H -2.467 5.283 -0.415 0.1365
H -3.771 4.283 -1.031 0.1704
H -2.829 3.161 0.872 -0.1599
H -1.361 -2.709 1.487 0.0484
H -2.555 -3.214 0.287 0.2086
H -3.020 -3.042 1.986 0.5022
H -5.018 -1.287 0.949 0.4745
H -6.025 1.198 0.594 0.3894
H -4.954 2.236 -0.356 0.1561
H -5.013 2.409 1.394 0.2085
H 2.223 0.294 2.810 -0.3512
H 1.758 0.760 4.452 0.2959
H 2.857 1.789 3.517 0.3916
H 0.681 3.687 4.260 0.4329
H -1.413 5.183 3.597 0.3577
H -2.750 4.246 2.914 0.2315
H -1.701 5.175 1.852 0.1661
Cl 6.258 -1.336 1.731 -0.2873
C 4.583 -1.706 2.301 -0.3784
C 3.564 -1.966 1.163 0.5314
O 3.961 -2.573 0.156 -0.7338
O 2.407 -1.582 1.452 -0.4157
H 4.274 -0.873 2.924 0.0151
H 4.672 -2.608 2.907 0.3845
C 1.229 -3.631 -0.977 -1.3522
C 0.181 -2.585 -1.152 0.3046
O -0.028 -1.739 -0.304 0.1650
C -0.739 -2.603 -2.334 0.8740
C -1.498 -1.463 -2.583 0.2458
C -2.375 -1.443 -3.654 -1.2892
C -2.513 -2.563 -4.466 -0.4504
C -1.763 -3.702 -4.214 -0.7340
C -0.868 -3.718 -3.152 -0.7007
H 2.032 -3.230 -0.357 -0.2730
H 1.625 -3.955 -1.935 0.4565
H 0.768 -4.483 -0.464 0.4446
H -1.367 -0.598 -1.946 0.6597
H -2.950 -0.547 -3.855 0.4457
H -3.204 -2.545 -5.301 0.3792
H -1.865 -4.574 -4.848 0.3888
H -0.267 -4.597 -2.963 0.3873
N -0.100 -1.146 2.733 -0.7355
C -0.442 -1.646 3.714 1.1236
C -0.867 -2.270 4.895 -0.3677
C -0.055 -2.245 6.045 -0.0566
N 0.601 -2.231 6.998 -0.6269
C -2.118 -2.914 4.934 0.1628
N -3.146 -3.445 4.970 -0.6396
C 5.261 -1.468 -3.276 -1.0711
N 4.437 -0.706 -2.371 0.4380
C 4.964 0.214 -1.524 0.0572
C 4.195 0.875 -0.649 -1.2860
C 2.792 0.504 -0.564 -0.3133
O 2.100 0.996 0.370 -0.6544
N 2.280 -0.356 -1.451 0.8968
C 3.055 -0.976 -2.354 -0.3327
O 2.635 -1.790 -3.188 -0.8178
H 6.304 -1.194 -3.111 0.3386
H 4.988 -1.271 -4.315 0.2786
H 5.132 -2.535 -3.095 0.2844
H 6.037 0.351 -1.585 0.2976
H 4.613 1.566 0.066 0.4453

---

79
Properties=species:S:1:pos:R:3:mulliken_charge:R:1 method="wB97M-V/def2-TZVPD" lumo_ev=-4.84 fmax_ev_per_a=3.96 orbital_gap_ev=5.64 charge=+1 energy_ha=-4455.11738
C -1.979 -0.075 -1.959 -0.5058
C -1.102 0.981 -2.779 -0.4624
C -0.893 2.285 -1.875 -0.2243
C -1.731 3.508 -2.514 -0.8409
C -3.077 3.773 -1.670 -0.6396
C -4.443 3.511 -2.472 -1.0347
C -4.702 2.010 -2.950 0.6328
C -4.451 1.501 -4.381 -0.2065
C -4.771 0.050 -4.805 0.0532
Br -4.508 -0.629 -6.656 -0.0579
N -5.303 -0.844 -3.869 -0.8679
N -5.470 -0.400 -2.639 0.4844
C -5.256 0.864 -2.016 0.1498
N -5.525 1.136 -0.586 -0.4663
H -2.398 0.344 -0.972 0.1878
H -1.266 -0.923 -1.638 0.3993
H -2.820 -0.515 -2.592 -0.2147
H -1.638 1.266 -3.750 0.2218
H -0.086 0.505 -2.992 0.3964
H 0.235 2.531 -1.847 -0.0197
H -1.184 2.093 -0.776 0.4458
H -1.887 3.414 -3.637 0.3859
H -1.069 4.441 -2.364 0.3336
H -3.081 4.892 -1.388 0.3256
H -3.046 3.202 -0.681 0.4136
H -5.307 3.773 -1.756 0.3720
H -4.590 4.183 -3.386 0.3893
H -4.022 2.217 -5.160 0.4097
H -5.868 -1.109 -1.987 0.3608
H -6.554 1.135 -0.482 0.3281
H -5.138 0.370 -0.016 0.2856
F 1.881 2.815 -0.618 -0.3313
C 2.907 1.958 -0.455 0.4847
C 3.303 1.162 -1.518 -0.3301
C 4.366 0.280 -1.351 -0.4520
C 5.014 0.199 -0.122 -0.5369
C 4.605 1.001 0.940 -0.3960
C 3.549 1.890 0.771 -0.5262
H 2.781 1.233 -2.465 0.4337
H 4.688 -0.343 -2.178 0.3663
H 5.840 -0.492 0.008 0.3855
H 5.108 0.933 1.898 0.4503
H 3.222 2.529 1.583 0.4236
F -3.056 -2.845 1.206 -0.2346
C -3.150 -3.731 0.200 0.1615
C -3.674 -3.324 -1.016 0.0911
C -3.767 -4.239 -2.060 -0.4866
C -3.344 -5.552 -1.872 -0.5195
C -2.824 -5.950 -0.644 -0.6479
C -2.721 -5.034 0.397 -0.1059
H -4.005 -2.299 -1.143 0.2021
H -4.169 -3.930 -3.019 0.3997
H -3.421 -6.266 -2.685 0.3806
H -2.499 -6.974 -0.497 0.4006
H -2.310 -5.324 1.357 0.3593
F -1.080 -5.634 3.126 -0.3368
C -0.811 -4.554 3.880 0.3879
C 0.451 -4.409 4.434 -0.4074
C 0.732 -3.289 5.209 -0.4257
C -0.256 -2.332 5.430 -0.4577
C -1.521 -2.491 4.872 -0.4942
C -1.799 -3.606 4.088 -0.2407
H 1.204 -5.168 4.258 0.4094
H 1.718 -3.162 5.641 0.3748
H -0.038 -1.461 6.039 0.3747
H -2.291 -1.748 5.049 0.3579
H -2.776 -3.741 3.639 0.4397
F 7.751 1.546 0.599 -0.3190
C 8.085 2.204 1.720 0.2692
C 7.882 3.573 1.792 -0.2785
C 8.224 4.254 2.956 -0.3886
C 8.774 3.559 4.030 -0.4475
C 8.979 2.185 3.945 -0.3906
C 8.627 1.502 2.785 -0.3553
H 7.460 4.097 0.943 0.4186
H 8.062 5.324 3.026 0.3632
H 9.045 4.092 4.936 0.3651
H 9.411 1.646 4.781 0.3632
H 8.771 0.431 2.704 0.4115

---

83
Properties=species:S:1:pos:R:3:nbo_charge:R:1 method="wB97M-V/def2-TZVPD" lumo_ev=-2.21 fmax_ev_per_a=1.73 orbital_gap_ev=7.43 charge=+1 relative_energy_kcal_mol=17.2 energy_ha=-3551.44502
Sr -0.880 0.450 -1.100 1.8484
C 0.263 -1.910 -4.260 -0.6072
C -0.124 -2.684 -3.010 -0.4010
C -1.544 -3.193 -2.972 -0.0621
C -1.794 -4.548 -3.121 -0.1971
C -3.090 -5.040 -3.056 -0.2093
C -4.134 -4.170 -2.814 -0.1906
C -3.930 -2.799 -2.661 -0.0545
C -5.119 -1.930 -2.332 -0.4303
C -6.095 -1.744 -3.487 -0.5936
C -2.624 -2.319 -2.775 0.1944
N -2.302 -0.939 -2.619 -0.7047
C -2.897 -0.104 -3.413 0.1574
C -2.738 1.315 -3.427 -0.0661
C -3.466 2.182 -4.236 -0.2104
C -3.040 3.472 -3.922 -0.3352
C -2.071 3.318 -2.937 -0.0100
N -1.858 2.030 -2.609 -0.7162
H 1.313 -1.612 -4.226 0.1950
H -0.338 -1.010 -4.397 0.2138
H 0.129 -2.524 -5.150 0.2246
H 0.071 -2.071 -2.117 0.1598
H 0.540 -3.547 -2.894 0.2146
H -0.961 -5.219 -3.286 0.2099
H -3.277 -6.097 -3.170 0.2210
H -5.142 -4.555 -2.722 0.2135
H -4.787 -0.958 -1.960 0.2089
H -5.644 -2.404 -1.497 0.2173
H -5.636 -1.223 -4.326 0.1987
H -6.965 -1.169 -3.178 0.2175
H -6.446 -2.705 -3.860 0.2108
H -3.592 -0.487 -4.161 0.1875
H -4.210 1.895 -4.961 0.2202
H -3.378 4.399 -4.347 0.2259
H -1.509 4.106 -2.454 0.1915
Cl 4.660 -2.560 0.260 0.0204
C 3.901 -1.580 1.484 -0.0106
C 4.416 -0.325 1.769 -0.2631
C 3.749 0.455 2.691 -0.1008
C 2.590 0.035 3.355 -0.1044
C 1.961 1.126 4.223 0.0726
C 0.480 1.076 4.616 -0.2259
N -0.429 1.054 3.455 -0.3242
C -1.802 1.147 3.485 -0.0696
C -2.226 0.989 2.208 -0.0855
N -1.143 0.774 1.380 -0.6344
C -0.096 0.828 2.177 0.1928
O 2.727 1.247 5.412 -0.5220
C 3.245 2.560 5.665 -0.0804
C 2.171 3.584 5.840 -0.1562
C 1.779 4.504 4.911 -0.2627
Cl 2.492 4.770 3.360 0.0384
S 0.469 5.469 5.413 0.5096
C 0.395 4.642 6.908 -0.4128
C 1.357 3.687 7.010 -0.2322
C 2.150 -1.252 3.073 0.0006
Cl 0.738 -1.953 3.813 0.0243
C 2.788 -2.062 2.138 -0.2699
H 5.305 0.031 1.269 0.2399
H 4.119 1.451 2.897 0.2181
H 2.071 2.032 3.618 0.1977
H 0.274 1.987 5.182 0.2369
H 0.242 0.222 5.238 0.2332
H -2.333 1.321 4.400 0.2351
H -3.238 1.010 1.846 0.2250
H 0.920 0.691 1.867 0.2167
H 3.932 2.848 4.863 0.1854
H 3.828 2.458 6.580 0.2210
H -0.335 4.922 7.646 0.2529
H 1.492 3.062 7.877 0.2379
H 2.401 -3.049 1.932 0.2524
C 3.439 0.960 -2.784 -0.4242
N 3.414 -0.313 -2.077 -0.3699
C 4.489 -1.267 -2.313 -0.4105
C 2.397 -0.621 -1.302 0.5524
O 1.428 0.133 -1.104 -0.8229
H 4.476 1.223 -2.984 0.2210
H 2.977 1.726 -2.167 0.2314
H 2.898 0.876 -3.728 0.2209
H 5.436 -0.841 -1.983 0.2103
H 4.547 -1.500 -3.376 0.2108
H 4.286 -2.175 -1.752 0.2243
H 2.437 -1.612 -0.831 0.1580